Record 1
46
Properties=species:S:1:pos:R:3:nbo_charge:R:1 method="wB97M-V/def2-TZVPD" orbital_gap_ev=9.16 smiles="CC[C@H]1CCCCN1C(=O)N[C@@H](CCSC)C(=O)OC" relative_energy_ev=0.000 e_lumo_ev=0.738
C -0.034 2.938 1.094 -0.611
C -0.315 1.508 1.540 -0.410
C 0.977 0.677 1.683 -0.032
C 1.685 0.918 3.018 -0.408
C 0.876 0.432 4.225 -0.408
C 0.080 -0.834 3.881 -0.413
C 0.741 -1.571 2.725 -0.216
N 0.723 -0.746 1.530 -0.458
C 0.380 -1.340 0.355 0.801
O 0.121 -2.529 0.271 -0.683
N 0.275 -0.506 -0.740 -0.662
C 0.178 -1.092 -2.057 -0.149
C -1.146 -0.685 -2.729 -0.406
C -2.324 -1.307 -1.992 -0.523
S -3.905 -0.523 -2.440 0.179
C -3.826 0.935 -1.360 -0.739
C 1.344 -0.603 -2.901 0.798
O 2.065 0.308 -2.576 -0.615
O 1.454 -1.278 -4.039 -0.497
C 2.500 -0.873 -4.917 -0.262
H 0.596 3.455 1.813 0.202
H 0.470 2.949 0.129 0.202
H -0.965 3.492 0.998 0.215
H -0.959 1.023 0.805 0.216
H -0.851 1.524 2.489 0.199
H 1.673 0.992 0.890 0.194
H 1.901 1.982 3.117 0.219
H 2.643 0.395 2.988 0.211
H 0.197 1.214 4.567 0.204
H 1.568 0.227 5.044 0.211
H -0.939 -0.576 3.586 0.203
H 0.018 -1.494 4.745 0.216
H 1.772 -1.837 2.985 0.180
H 0.204 -2.491 2.483 0.251
H 0.804 0.356 -0.738 0.412
H 0.217 -2.183 -1.957 0.261
H -1.222 0.405 -2.705 0.203
H -1.145 -1.007 -3.770 0.222
H -2.425 -2.361 -2.244 0.230
H -2.203 -1.214 -0.914 0.224
H -2.966 1.546 -1.619 0.208
H -3.769 0.612 -0.324 0.212
H -4.739 1.497 -1.524 0.231
H 2.492 -1.579 -5.743 0.199
H 3.460 -0.898 -4.397 0.197
H 2.319 0.141 -5.278 0.193

***

Record 2
14
Properties=species:S:1:pos:R:3:nbo_charge:R:1 method="wB97M-V/def2-TZVPD" orbital_gap_ev=10.60 smiles="C[C@H]1C[C@H]1C=O" relative_energy_ev=1.834 e_lumo_ev=0.938
C -1.431 -0.847 -0.379 -0.610
C -0.560 0.351 -0.599 -0.188
C -0.074 1.213 0.476 -0.362
C 0.933 0.285 -0.358 -0.391
C 1.656 -0.524 0.638 0.415
O 1.384 -0.504 1.820 -0.553
H -1.106 -1.414 0.501 0.220
H -2.469 -0.538 -0.244 0.214
H -1.374 -1.497 -1.258 0.213
H -0.747 0.913 -1.509 0.216
H -0.341 0.878 1.489 0.248
H 0.067 2.280 0.401 0.220
H 1.508 0.480 -1.284 0.239
H 2.554 -1.078 0.305 0.121

***

Record 3
119
Properties=species:S:1:pos:R:3:mulliken_charge:R:1 method="wB97M-V/def2-TZVPD" orbital_gap_ev="4.82 / 4.81" charge=-2 relative_energy_ev=0.270 e_lumo_ev="3.515 / 3.505"
Cs -0.818 0.703 -0.640 1.462
C 6.366 -0.227 1.802 -1.745
C 5.084 -0.149 1.020 0.614
C 4.778 0.891 0.215 -0.378
C 3.589 0.896 -0.580 0.009
C 3.184 1.963 -1.351 -0.036
N 3.682 3.191 -1.330 -0.159
C 2.982 4.267 -2.042 -1.241
C 1.736 4.714 -1.292 0.663
C 2.035 5.598 -0.083 -1.214
N 3.245 5.224 0.678 0.064
C 3.167 5.138 2.082 -1.484
C 2.279 4.338 2.821 1.385
C 2.159 4.584 4.212 -1.048
C 1.308 3.885 5.045 0.606
C 1.187 4.231 6.508 -1.642
C 0.538 2.861 4.483 -0.025
C 0.641 2.539 3.134 -0.538
C -0.168 1.478 2.487 -0.845
N -0.301 0.246 2.770 0.007
C 0.467 -0.335 3.870 -0.909
C 1.823 -0.855 3.366 0.805
C 1.865 -2.354 3.034 -1.144
N 1.448 -2.806 1.703 -0.456
C 1.926 -2.329 0.626 -0.594
C 2.960 -1.267 0.446 -0.186
C 4.120 -1.219 1.133 0.762
C 2.666 -0.229 -0.562 -0.685
O 1.658 -0.274 -1.271 -0.359
C 1.491 3.253 2.240 -0.943
O 1.581 2.934 1.010 -0.289
H 6.954 0.683 1.676 0.354
H 6.983 -1.072 1.483 0.344
H 6.173 -0.356 2.872 0.332
H 5.470 1.726 0.130 0.384
H 2.365 1.786 -2.045 0.270
H 4.016 3.497 -0.419 0.418
H 2.732 3.901 -3.039 0.472
H 3.691 5.089 -2.173 0.447
H 1.221 3.821 -0.941 -0.349
H 1.063 5.246 -1.970 0.563
H 1.186 5.554 0.597 0.347
H 2.141 6.643 -0.402 0.455
H 4.024 5.805 0.411 0.291
H 3.838 5.794 2.629 0.178
H 2.756 5.393 4.630 0.213
H 1.892 5.018 6.780 0.335
H 1.391 3.368 7.149 0.306
H 0.183 4.588 6.760 0.313
H -0.169 2.322 5.109 0.574
H -0.717 1.798 1.600 0.981
H -0.122 -1.158 4.284 0.579
H 0.647 0.380 4.671 0.111
H 2.581 -0.659 4.130 0.482
H 2.101 -0.247 2.508 -0.646
H 1.197 -2.860 3.738 0.354
H 2.860 -2.757 3.248 0.270
H 1.510 -2.715 -0.306 0.413
H 4.328 -2.013 1.846 0.472
O -3.285 4.166 -3.063 -0.723
C -2.850 3.045 -2.809 -0.156
N -3.174 2.219 -1.797 0.193
C -4.410 2.168 -1.276 -0.266
O -5.493 2.381 -1.821 -0.738
C -4.473 1.686 0.179 0.395
C -5.646 1.901 0.896 -0.529
C -5.740 1.418 2.190 -0.395
C -4.671 0.713 2.723 -1.047
C -3.538 0.549 1.941 -0.854
N -3.428 1.042 0.704 0.554
C -1.711 2.538 -3.700 0.233
C -1.567 3.073 -4.976 -0.668
C -0.493 2.671 -5.750 -0.303
C 0.418 1.763 -5.225 -0.906
C 0.194 1.269 -3.950 -0.695
N -0.857 1.638 -3.210 0.567
H -6.452 2.428 0.407 0.483
H -6.641 1.577 2.772 0.405
H -4.707 0.288 3.718 0.489
H -2.672 0.012 2.317 0.927
H -2.293 3.798 -5.316 0.482
H -0.360 3.066 -6.751 0.395
H 1.277 1.428 -5.791 0.465
H 0.868 0.542 -3.497 0.603
C -1.514 -7.787 -6.117 -1.472
C -1.202 -6.530 -5.343 0.866
C -1.869 -6.217 -4.167 -1.099
C -1.584 -5.061 -3.441 0.869
C -2.361 -4.804 -2.179 -1.455
C -0.592 -4.159 -3.882 -0.347
Te -0.098 -2.437 -2.717 0.177
C 0.075 -4.469 -5.084 1.118
C 1.144 -3.585 -5.682 -1.522
C -0.236 -5.636 -5.780 -0.740
H -2.300 -8.362 -5.623 0.331
H -0.636 -8.434 -6.207 0.307
H -1.855 -7.563 -7.132 0.308
H -2.637 -6.893 -3.797 0.168
H -3.063 -5.618 -1.981 0.303
H -2.911 -3.862 -2.248 0.246
H -1.690 -4.687 -1.325 0.184
H 1.214 -2.639 -5.151 0.047
H 0.930 -3.389 -6.737 0.369
H 2.123 -4.073 -5.627 0.289
H 0.301 -5.846 -6.705 0.329
F -5.442 -4.026 5.181 -0.373
C -4.667 -3.680 4.120 0.497
C -3.316 -3.980 4.155 -0.614
C -2.532 -3.626 3.074 -0.301
C -3.083 -2.968 1.949 0.931
C -2.267 -2.601 0.863 -1.285
C -4.468 -2.686 1.969 -0.295
C -5.258 -3.038 3.047 -0.647
H -2.901 -4.482 5.019 0.438
H -1.469 -3.840 3.075 0.457
H -2.679 -2.079 0.008 0.334
H -1.203 -2.805 0.865 0.110
H -4.907 -2.172 1.123 0.419
H -6.315 -2.810 3.072 0.420

***

Record 4
28
Properties=species:S:1:pos:R:3:nbo_charge:R:1 method="wB97M-V/def2-TZVPD" orbital_gap_ev="6.09 / 1.68" spin_multiplicity=2 charge=+2 e_lumo_ev="-8.421 / -12.825"
Cu -0.006 -0.042 -1.472 0.746
O 0.149 3.122 -1.176 -0.388
C 0.107 2.096 -1.683 0.437
C -0.090 -2.033 -1.813 0.419
O -0.148 -3.122 -1.455 -0.379
C 2.025 -0.092 -1.849 0.431
O 3.117 -0.146 -1.497 -0.383
C -2.017 0.102 -1.904 0.429
O -3.115 0.154 -1.572 -0.383
C 0.035 0.673 -6.642 0.019
H -0.865 1.290 -6.648 0.240
H 0.991 1.202 -6.628 0.240
C -0.028 -0.663 -6.700 0.020
H 0.873 -1.280 -6.735 0.240
H -0.983 -1.190 -6.755 0.240
N -0.043 0.000 0.546 -0.607
C -0.022 0.061 1.712 0.499
C -0.006 0.069 3.130 -0.189
C -1.209 0.199 3.847 -0.151
C -1.201 0.118 5.242 -0.202
C 0.005 -0.090 5.926 -0.130
C 1.210 -0.188 5.214 -0.203
C 1.208 -0.102 3.821 -0.151
H -2.142 0.350 3.295 0.232
H -2.143 0.208 5.789 0.247
H 0.006 -0.176 7.016 0.246
H 2.154 -0.342 5.742 0.247
H 2.138 -0.179 3.249 0.232

***

Record 5
14
Properties=species:S:1:pos:R:3:nbo_charge:R:1 method="wB97M-V/def2-TZVPD" orbital_gap_ev="8.08 / 8.08" relative_energy_ev=4.859 e_lumo_ev="-0.333 / -0.333"
O 0.512 1.452 -1.052 -0.741
C -0.502 0.820 -0.514 0.165
C -0.444 -0.863 -0.614 -0.593
C 0.479 -1.116 0.464 0.407
O 0.348 -0.282 1.476 -0.427
C -0.533 0.833 1.056 -0.138
H 1.664 0.376 -0.859 0.166
H -1.504 1.077 -0.928 0.154
H -0.169 -1.285 -1.584 0.255
H -1.467 -1.149 -0.332 0.258
H 2.024 -0.329 -0.660 -0.142
H 1.214 -1.906 0.590 0.224
H -1.531 0.636 1.472 0.189
H -0.092 1.737 1.485 0.222

***

Record 6
158
Properties=species:S:1:pos:R:3:mulliken_charge:R:1 method="wB97M-V/def2-TZVPD" orbital_gap_ev=9.23 relative_energy_ev=13.712 e_lumo_ev=0.267
H -4.181 4.337 -2.086 0.352
N -4.545 4.068 -3.020 -0.726
C -4.802 2.722 -2.937 -0.288
C -4.600 1.718 -1.684 -0.222
C -3.027 1.488 -1.159 0.834
C -2.054 0.869 -2.307 -0.047
C -2.130 -0.736 -2.585 -0.616
C -2.624 -1.732 -1.416 -0.703
O -4.081 -1.631 -1.066 -0.545
C -1.806 -1.731 -0.009 0.530
N -2.399 -2.781 0.950 -0.699
C -0.506 1.498 -2.374 0.400
C -0.088 1.482 -3.998 -0.821
C 0.635 0.600 -1.635 2.214
C 2.035 0.378 -2.468 0.128
C 3.047 -0.450 -1.424 -0.214
C 4.418 0.372 -1.060 0.446
C 5.713 -0.667 -1.199 -0.625
C 6.638 -0.446 0.176 -0.454
C 7.185 1.091 0.352 -0.614
S -0.450 3.347 -1.940 1.377
O -0.443 4.212 -3.262 -0.805
O 0.904 3.738 -1.226 -0.281
O -1.837 3.833 -1.092 -0.439
C -2.436 2.765 -0.291 0.006
C -3.610 3.526 0.632 -1.330
C -1.424 2.186 0.915 1.216
C -0.527 3.358 1.629 -1.258
C 1.028 2.918 1.973 0.477
C 1.905 4.337 1.936 -0.729
C 3.527 4.104 1.892 -0.863
C 3.995 3.362 0.508 2.134
C 4.470 4.367 -0.696 -0.537
O 4.091 5.778 -0.522 -0.307
C 4.648 6.442 -1.747 -0.593
H -5.205 2.246 -3.958 0.335
H -5.349 1.910 -0.774 0.092
H -4.913 0.627 -2.061 0.049
H -3.192 0.687 -0.284 -0.221
H -2.498 1.324 -3.326 0.417
H -1.068 -1.140 -2.958 0.175
H -2.843 -0.957 -3.520 0.277
H -2.523 -2.842 -1.849 0.509
H -4.566 -1.820 -1.939 0.358
H -0.703 -2.107 -0.240 0.253
H -1.794 -0.729 0.588 -0.461
H -2.273 -3.744 0.538 0.272
H -1.825 -2.683 1.834 0.198
H 0.864 2.171 -4.213 0.387
H -0.939 1.974 -4.676 0.500
H 0.040 0.387 -4.415 -0.116
H 0.947 1.195 -0.647 -1.652
H 0.305 -0.460 -1.271 -0.888
H 2.530 1.405 -2.774 0.143
H 1.923 -0.356 -3.403 -0.003
H 2.503 -0.704 -0.406 -0.089
H 3.332 -1.506 -1.904 0.220
H 4.562 1.368 -1.668 0.163
H 4.358 0.626 0.100 -0.135
H 5.356 -1.802 -1.133 0.181
H 6.317 -0.500 -2.188 0.145
H 6.001 -0.754 1.129 0.149
H 7.588 -1.156 0.188 0.343
H 6.780 1.824 -0.495 0.063
H 6.816 1.501 1.408 0.122
H 8.359 1.106 0.377 0.369
H -4.086 2.782 1.436 0.164
H -3.087 4.440 1.172 0.311
H -4.508 3.927 0.009 0.363
H -0.837 1.227 0.600 -0.948
H -2.174 1.808 1.766 0.372
H -1.020 3.617 2.686 0.310
H -0.467 4.372 1.051 0.340
H 1.049 2.563 3.090 0.410
H 1.462 2.088 1.272 -0.528
H 1.623 5.000 0.999 0.294
H 1.656 5.006 2.887 0.329
H 3.815 3.505 2.880 0.363
H 4.027 5.173 2.022 0.320
H 4.937 2.691 0.786 -0.694
H 3.201 2.626 0.054 -1.145
H 5.618 4.187 -0.881 0.305
H 3.927 4.000 -1.691 0.122
H 5.828 6.289 -1.660 0.257
H 4.324 5.883 -2.743 0.223
H 4.377 7.579 -1.803 0.260
C 0.274 -0.704 -8.563 -0.956
N 0.775 -0.603 -7.212 -0.042
C 1.785 -1.311 -6.630 0.842
C 2.500 -2.340 -7.460 -1.275
O 2.084 -1.094 -5.457 -0.541
H 0.382 0.274 -9.038 0.293
H -0.787 -0.962 -8.512 0.291
H 0.804 -1.455 -9.149 0.383
H 0.344 0.070 -6.589 0.109
H 3.277 -2.818 -6.857 0.131
H 1.797 -3.109 -7.790 0.347
H 2.976 -1.863 -8.320 0.381
C -9.064 -0.871 2.090 -0.820
N -8.742 0.066 1.039 -0.169
C -7.634 0.098 0.245 0.678
C -6.584 -0.957 0.450 -0.073
O -7.520 0.976 -0.609 -0.679
H -10.009 -1.355 1.833 0.318
H -9.190 -0.308 3.018 0.228
H -8.291 -1.628 2.223 0.325
H -9.402 0.810 0.839 0.252
H -5.764 -0.798 -0.257 -0.678
H -6.181 -0.893 1.464 0.293
H -7.008 -1.948 0.270 0.467
C -6.612 1.192 7.258 -0.867
N -5.496 1.192 6.341 -0.176
C -5.522 1.229 4.978 0.659
C -6.860 1.275 4.295 -1.061
O -4.467 1.223 4.347 -0.604
H -6.514 2.063 7.909 0.290
H -6.552 0.284 7.862 0.281
H -7.573 1.226 6.744 0.332
H -4.558 1.162 6.724 0.250
H -6.715 1.300 3.211 0.119
H -7.440 0.382 4.545 0.338
H -7.402 2.177 4.592 0.415
C -0.524 -1.758 5.371 -0.939
N -0.202 -0.821 4.321 -0.039
C 0.906 -0.790 3.526 0.640
C 1.956 -1.845 3.732 -1.335
O 1.020 0.088 2.673 -0.414
H -1.469 -2.242 5.115 0.251
H -0.650 -1.196 6.300 0.299
H 0.249 -2.515 5.505 0.345
H -0.862 -0.078 4.121 0.178
H 2.775 -1.686 3.025 0.165
H 2.359 -1.780 4.746 0.380
H 1.532 -2.836 3.551 0.374
C -1.424 -6.607 7.194 -0.912
N -1.102 -5.671 6.143 -0.130
C 0.006 -5.639 5.349 0.803
C 1.056 -6.694 5.554 -1.377
O 0.120 -4.761 4.495 -0.594
H -2.369 -7.092 6.937 0.300
H -1.550 -6.045 8.122 0.294
H -0.651 -7.365 7.328 0.345
H -1.762 -4.927 5.943 0.226
H 1.875 -6.535 4.847 0.295
H 1.459 -6.630 6.569 0.373
H 0.632 -7.685 5.374 0.378
C 8.701 -3.517 -4.102 -0.700
N 7.828 -4.008 -5.141 -0.151
C 6.465 -3.964 -5.192 0.495
C 5.733 -3.334 -4.041 -0.948
O 5.875 -4.434 -6.163 -0.675
H 9.372 -2.777 -4.545 0.282
H 9.291 -4.359 -3.731 0.279
H 8.152 -3.064 -3.276 0.215
H 8.246 -4.447 -5.953 0.242
H 4.656 -3.375 -4.227 0.308
H 5.944 -3.881 -3.118 0.451
H 6.026 -2.286 -3.939 0.229

***

Record 7
23
Properties=species:S:1:pos:R:3:nbo_charge:R:1 method="wB97M-V/def2-TZVPD" orbital_gap_ev=9.46 charge=+2 relative_energy_ev=3.897 e_lumo_ev=-9.326
C -1.170 -1.232 -0.459 0.466
C -2.326 -2.199 -0.283 -0.699
C 4.181 0.865 0.644 -0.737
C -2.633 1.915 0.515 -0.458
C 2.793 0.541 0.504 0.322
N -1.569 -0.006 0.106 -0.020
N 0.002 -1.253 -0.889 -0.629
N -2.498 0.703 -0.148 -0.044
N 2.191 -0.058 -0.434 -0.638
H -2.266 -2.337 0.840 0.283
H -1.975 -3.203 -0.636 0.292
H -3.248 -1.780 -0.589 0.241
H 4.817 -0.055 0.521 0.296
H 4.340 1.419 -0.376 0.288
H 4.520 1.541 1.446 0.293
H -3.624 2.043 0.952 0.295
H -1.684 2.046 1.102 0.275
H -2.821 2.566 -0.333 0.274
H 2.647 -0.527 -1.148 0.411
H 2.162 0.881 1.336 0.211
H 0.304 -1.924 -1.524 0.418
H -3.242 0.359 -0.812 0.422
H 1.098 -0.304 -0.333 0.440

***

Record 8
18
Properties=species:S:1:pos:R:3:nbo_charge:R:1 method="wB97M-V/def2-TZVPD" orbital_gap_ev=10.14 smiles="C/C=C/CC[NH3+]" charge=+1 relative_energy_ev=1.999 e_lumo_ev=-3.493
C 2.319 1.114 -0.055 -0.685
C 1.029 0.772 -0.704 -0.174
C -0.126 0.857 -0.011 -0.244
C -1.462 0.352 -0.257 -0.486
C -1.608 -0.906 0.504 -0.213
N -0.286 -1.694 0.299 -0.679
H 2.680 2.030 -0.524 0.251
H 3.072 0.263 -0.048 0.237
H 2.493 1.183 1.115 0.237
H 1.051 0.442 -1.702 0.209
H -0.055 1.398 0.957 0.219
H -2.266 1.109 0.021 0.273
H -1.679 0.065 -1.327 0.224
H -2.560 -1.490 0.231 0.257
H -1.730 -0.683 1.582 0.235
H 0.439 -1.267 0.828 0.450
H -0.011 -1.665 -0.696 0.447
H -0.348 -2.656 0.615 0.443

***

Record 9
14
Properties=species:S:1:pos:R:3:nbo_charge:R:1 method="wB97M-V/def2-TZVPD" orbital_gap_ev=7.11 charge=-1 relative_energy_ev=0.769 e_lumo_ev=3.876
C 0.878 1.783 0.924 -0.742
S -0.044 0.460 0.168 -0.698
H 0.767 1.928 1.972 0.172
H 2.017 1.437 0.846 0.168
H 0.755 2.754 0.449 0.179
H -1.108 0.814 -2.068 0.503
H -1.264 -0.025 -3.304 0.453
O -1.509 0.858 -2.945 -0.979
H -0.298 -0.800 2.640 0.494
H -1.807 -1.008 2.550 0.466
O -1.046 -1.417 2.887 -0.970
H 1.462 -1.126 -0.586 0.499
H 2.119 -1.679 -1.856 0.444
O 1.653 -1.986 -1.052 -0.989